{"formula": "C25H28Cl2IrN8O4S", "method": "ωB97M-V with the def2-TZVPD basis set", "symbols": ["Ir", "Cl", "C", "C", "C", "N", "C", "O", "C", "C", "C", "C", "C", "N", "C", "C", "C", "Cl", "N", "C", "O", "C", "C", "C", "C", "C", "N", "H", "H", "H", "H", "H", "H", "H", "H", "H", "H", "C", "O", "C", "O", "N", "N", "H", "H", "H", "H", "H", "H", "C", "C", "N", "C", "S", "N", "C", "C", "H", "H", "H", "H", "H", "H", "H", "H", "H", "H", "H", "H"], "coordinates": [[0.383, -0.357, 0.274], [4.670, 2.860, 4.867], [4.034, 2.168, 3.443], [2.704, 1.853, 3.391], [2.163, 1.253, 2.238], [0.870, 0.926, 2.045], [-0.121, 1.082, 2.979], [0.016, 1.322, 4.163], [-1.493, 0.914, 2.389], [-2.613, 1.196, 3.145], [-3.860, 1.072, 2.551], [-3.937, 0.673, 1.227], [-2.768, 0.386, 0.543], [-1.567, 0.510, 1.113], [3.027, 1.016, 1.097], [4.389, 1.363, 1.175], [4.890, 1.914, 2.324], [6.547, 2.300, 2.415], [2.393, 0.539, 0.007], [2.925, 0.594, -1.264], [4.091, 0.695, -1.567], [1.852, 0.598, -2.323], [2.177, 0.869, -3.639], [1.152, 0.930, -4.573], [-0.152, 0.717, -4.155], [-0.390, 0.429, -2.822], [0.595, 0.374, -1.925], [2.070, 2.074, 4.232], [-2.487, 1.517, 4.168], [-4.758, 1.289, 3.112], [-4.886, 0.577, 0.722], [-2.790, 0.042, -0.480], [5.038, 1.194, 0.332], [3.212, 1.043, -3.897], [1.370, 1.145, -5.610], [-0.980, 0.773, -4.847], [-1.391, 0.244, -2.457], [-1.683, -4.567, -2.721], [-1.902, -3.403, -1.897], [-0.908, -2.702, -1.404], [-1.181, -1.692, -0.750], [0.359, -3.107, -1.658], [1.430, -2.377, -1.126], [-2.668, -4.862, -3.064], [-1.252, -5.375, -2.127], [-1.057, -4.321, -3.578], [0.540, -4.024, -2.037], [2.086, -2.152, -1.869], [1.895, -2.911, -0.397], [2.267, -0.364, 6.309], [1.697, -1.702, 5.873], [1.210, -1.734, 4.481], [1.807, -2.064, 3.352], [0.785, -2.258, 1.924], [3.091, -2.362, 3.201], [4.195, -2.488, 4.165], [4.324, -3.897, 4.721], [2.648, -0.454, 7.325], [1.497, 0.405, 6.297], [3.083, -0.042, 5.664], [0.828, -1.947, 6.482], [2.408, -2.511, 6.014], [0.251, -1.442, 4.365], [3.307, -2.687, 2.270], [4.077, -1.747, 4.950], [5.096, -2.217, 3.616], [3.416, -4.214, 5.234], [5.151, -3.939, 5.428], [4.526, -4.613, 3.924]], "energy_ha": -3130.83788, "homo_energy_ev": [-13.015, -13.863], "orbital_gap_ev": [7.51, 5.99], "spin_multiplicity": 6, "e_above_lowest_kj_mol": 0.0, "total_charge": 2}